Computed, not measured: one molecule with the formula C7H14N2 at a distorted geometry, with ωB97M-V/def2-TZVPD.

Structure (XYZ):
```
23
Properties=species:S:1:pos:R:3:forces:R:3
C -2.402 0.061 0.039 -0.04 -0.20 -0.48
C -1.272 0.390 -0.254 1.75 0.47 -1.43
C -3.764 -0.529 0.164 -0.15 0.61 1.93
C 0.969 -0.298 1.352 -1.66 0.62 0.93
C 0.854 -1.499 -0.848 -0.31 -0.11 2.78
C 2.475 0.438 -0.494 0.39 -1.24 0.79
C 1.148 -0.118 -0.112 -0.13 -2.40 -1.03
N 0.130 2.199 -0.061 0.88 -1.19 -1.54
N 0.088 0.807 -0.603 -3.74 -0.01 2.69
H -3.776 -1.450 -0.353 0.13 -1.20 -0.51
H -4.069 -0.772 1.264 0.60 0.74 -1.92
H -4.557 0.055 -0.335 0.50 0.21 0.50
H 1.443 -1.105 1.872 0.78 -0.54 -0.29
H 1.236 0.636 1.844 -0.14 0.04 0.32
H -0.116 -0.485 1.455 0.45 0.15 0.60
H 1.189 -2.329 -0.117 -0.50 1.19 -1.32
H 1.402 -1.596 -1.757 0.07 0.00 -0.78
H -0.254 -1.559 -0.941 0.88 -0.39 -0.33
H 2.372 0.738 -1.473 0.38 0.54 -2.55
H 2.649 1.307 0.050 0.54 1.65 1.14
H 3.346 -0.219 -0.341 -0.61 -0.08 -0.12
H -0.089 2.891 -0.819 -0.61 0.54 0.27
H 0.998 2.439 0.466 0.55 0.59 0.35
```
Forces are in eV/Å.

Results
**HOMO-LUMO gap (alpha / beta)**: 3.892 / 7.269 eV
**Multiplicity**: 3
**ΔE to the lowest compared entry with this formula, charge and spin**: 221.9 kJ/mol

Here are the natural (NBO) charges for atoms 1 to 5, given in e: C 0.02; C 0.08; C -0.68; C -0.64; C -0.61

Computed, not measured: a 2-piece molecular cluster, C7H14N2 overall at a distorted geometry, with ωB97M-V/def2-TZVPD.

Structure (XYZ):
```
23
Properties=species:S:1:pos:R:3:forces:R:3
C 0.634 0.529 -1.272 0.18 -0.60 0.94
C 0.742 0.059 -2.728 -0.74 -0.08 -0.62
C -0.553 1.338 -0.974 0.60 0.53 -0.39
C -1.700 0.910 -0.229 -0.90 -0.52 0.15
C -1.844 3.002 -0.800 -0.50 0.21 -0.08
N -0.708 2.642 -1.317 0.19 -0.50 0.14
N -2.477 1.969 -0.090 0.11 0.81 -0.43
H 0.592 -0.323 -0.579 0.13 -0.01 -0.31
H 1.518 1.096 -0.955 -0.15 0.17 -0.32
H 0.255 -0.907 -2.897 0.10 0.10 0.31
H -2.021 -0.082 0.042 0.24 -0.07 0.33
H -2.330 3.952 -0.967 0.05 0.09 0.23
H -3.385 2.077 0.353 0.18 -0.38 -0.03
H 1.769 -0.035 -3.053 0.18 0.10 0.07
H 0.215 0.752 -3.390 0.34 0.11 -0.01
C 1.005 -1.831 1.670 -0.40 0.19 0.13
C 1.307 -2.441 3.035 0.37 0.60 0.07
H 1.799 -1.152 1.351 0.23 -0.33 -0.12
H 0.834 -2.630 0.942 0.15 0.28 -0.15
H 0.115 -1.185 1.693 -0.10 -0.31 0.12
H 0.563 -3.160 3.353 -0.12 -0.13 -0.02
H 1.384 -1.664 3.799 -0.13 -0.03 0.00
H 2.285 -2.915 3.013 -0.01 -0.26 -0.02
```
Forces are in eV/Å.

Results
**HOMO-LUMO gap (alpha / beta)**: 10.819 / 6.808 eV
**Multiplicity**: 2
**ΔE to the lowest compared entry with this formula, charge and spin**: 7.8 kJ/mol
**Net charge**: +1

Here are the natural (NBO) charges for atoms 1 to 5, given in e: C -0.49; C -0.60; C 0.34; C 0.13; C 0.34

Computed, not measured: C7H14N2NdOP as an isolated structure at a distorted geometry, with ωB97M-V/def2-TZVPD.

Structure (XYZ):
```
26
Properties=species:S:1:pos:R:3:forces:R:3
C -0.112 -0.951 -2.818 0.01 -0.47 0.93
C -0.596 -0.067 -3.738 -0.25 0.27 -1.67
C -0.536 1.358 -3.691 -0.67 0.05 0.18
C 0.245 2.154 -2.797 0.33 0.87 -1.14
C 0.965 1.711 -1.734 -0.14 -0.90 1.02
Nd -0.811 0.437 -1.192 0.59 -0.28 -0.93
P 0.002 -2.465 -0.318 -0.18 -0.41 0.09
H -0.054 -2.017 -3.031 -0.18 0.10 -0.52
H -1.123 -0.405 -4.644 0.30 -0.11 0.13
H -0.971 1.902 -4.546 -0.10 -0.34 0.67
H 1.771 2.260 -1.261 -0.16 0.54 -0.09
H 0.208 3.204 -3.085 0.42 0.24 -0.15
H 1.295 -2.615 0.293 -0.59 -0.09 -0.12
H 0.110 -3.558 -1.261 -0.09 0.60 0.66
H -0.780 -3.163 0.690 0.68 -0.15 -0.32
C 1.425 0.995 3.642 -0.15 0.02 0.24
N 0.184 0.276 3.371 -0.56 -0.34 -0.17
C -0.491 0.024 2.228 0.95 0.90 -2.33
N -1.651 -0.671 2.418 -0.16 -0.04 -0.40
O -0.141 0.401 1.057 -0.40 -0.67 3.82
H 1.925 1.378 2.748 -0.43 -0.23 0.02
H 2.097 0.313 4.173 0.03 0.17 -0.20
H 1.180 1.821 4.317 0.24 0.03 -0.22
H -0.308 -0.083 4.182 0.53 0.25 -0.04
H -2.044 -1.222 1.654 0.39 0.41 0.38
H -1.791 -1.017 3.343 -0.39 -0.43 0.18
```
Forces are in eV/Å.

Results
**HOMO-LUMO gap (alpha / beta)**: 5.257 / 5.267 eV
**Multiplicity**: 4
**ΔE to the lowest compared entry with this formula, charge and spin**: 26.2 kJ/mol

Here are the Mulliken charges for atoms 1 to 5, given in e: C -0.48; C -0.50; C -0.31; C -0.29; C -0.82

Computed, not measured: one molecule with the formula C7H14N2O2 at a distorted geometry, with ωB97M-V/def2-TZVPD.

Structure (XYZ):
```
25
Properties=species:S:1:pos:R:3:forces:R:3
C -3.855 0.509 -0.138 -0.98 0.42 0.53
C -0.635 0.317 -0.651 0.76 -0.77 0.22
C 1.952 -1.570 0.300 -1.15 1.93 -0.36
C -2.399 -1.348 0.901 -0.90 -1.02 -0.51
C 0.571 2.330 0.226 1.11 -1.08 -0.27
C 2.518 -0.150 -0.176 0.50 -2.82 -0.09
C 1.615 0.554 -1.206 2.29 -1.62 0.43
N -2.773 -0.014 0.294 -1.13 -1.84 -0.04
N 0.506 1.067 -0.584 -3.53 2.43 1.90
O -0.688 -0.705 -1.316 -1.05 0.95 0.65
O -1.598 0.770 0.249 0.90 0.41 -1.14
H -4.945 0.076 0.058 2.92 -0.19 -0.22
H 2.555 -2.208 0.890 1.31 0.03 0.89
H 1.018 -1.457 0.870 0.05 -0.06 -0.35
H 1.785 -2.166 -0.571 -0.61 -0.25 -0.73
H -1.446 -1.304 1.474 -0.64 0.09 -0.79
H -3.200 -1.540 1.610 -0.01 -0.14 0.13
H -2.431 -2.217 0.127 0.39 1.91 1.22
H 0.815 3.187 -0.372 -0.07 0.33 -0.77
H -0.353 2.482 0.707 -1.09 0.21 0.32
H 1.329 2.361 1.028 -0.07 -0.77 -0.35
H 3.335 -0.517 -0.829 0.55 0.84 0.87
H 2.807 0.417 0.741 0.07 -0.03 -1.13
H 2.190 1.318 -1.678 0.38 0.76 -0.47
H 1.328 -0.190 -1.954 0.01 0.28 0.07
```
Forces are in eV/Å.

Results
**HOMO-LUMO gap**: 9.047 eV
**Multiplicity**: 1
**ΔE to the lowest compared entry with this formula, charge and spin**: 400.3 kJ/mol

Here are the natural (NBO) charges for atoms 1 to 5, given in e: C -0.10; C 0.89; C -0.61; C -0.45; C -0.41

Computed, not measured: a 2-piece molecular cluster, C7H14N2O3 overall at a distorted geometry, with ωB97M-V/def2-TZVPD.

Structure (XYZ):
```
26
Properties=species:S:1:pos:R:3:forces:R:3
C 0.996 2.401 0.245 0.00 0.49 0.09
C 1.715 -0.385 0.865 -0.12 0.04 0.25
C 1.266 -0.789 -1.607 -0.10 0.00 -0.18
C -1.256 -1.787 0.721 -0.07 0.01 -0.26
C -1.615 0.726 1.102 -0.20 0.13 -0.21
C 1.085 0.045 -0.405 -0.40 0.28 -0.08
C -1.323 -0.401 0.171 0.71 -0.28 0.94
N 0.757 1.352 -0.601 0.12 -0.39 -0.50
N -1.516 -0.228 -1.143 0.48 -0.28 -0.10
O 1.803 2.420 1.138 0.09 0.00 0.16
O -1.447 -1.215 -1.909 -0.59 -0.22 -0.40
O -1.565 0.950 -1.606 -0.39 0.51 -0.49
H 0.392 3.279 -0.037 0.02 -0.02 0.06
H 1.265 0.089 1.734 0.02 -0.01 0.01
H 2.760 -0.067 0.847 0.02 -0.02 0.02
H 1.679 -1.468 0.964 -0.01 -0.03 -0.10
H 0.316 -1.260 -1.945 -0.04 0.09 0.13
H 1.582 -0.182 -2.455 0.09 0.01 0.05
H 1.968 -1.597 -1.428 0.13 -0.01 0.10
H -0.814 -2.472 0.003 0.02 -0.05 0.03
H -0.676 -1.790 1.642 0.00 0.02 0.10
H -2.258 -2.153 0.955 -0.07 -0.09 0.05
H -2.058 1.555 0.554 0.00 0.00 0.11
H -0.720 1.093 1.611 0.06 -0.04 0.05
H -2.309 0.396 1.875 -0.01 -0.02 0.05
H -0.027 1.488 -1.294 0.25 -0.11 0.15
```
Forces are in eV/Å.

Results
**HOMO-LUMO gap (alpha / beta)**: 7.701 / 7.702 eV
**Multiplicity**: 1
**ΔE to the lowest compared entry with this formula, charge and spin**: 502.9 kJ/mol

Here are the natural (NBO) charges for atoms 1 to 5, given in e: C 0.54; C -0.70; C -0.75; C -0.66; C -0.67

Computed, not measured: one molecule with the formula C7H14N2O4 at a distorted geometry, with ωB97M-V/def2-TZVPD.

Structure (XYZ):
```
27
Properties=species:S:1:pos:R:3:forces:R:3
C 1.437 0.572 -0.266 1.25 -1.38 -0.84
C 0.431 1.588 -0.631 1.56 2.28 -1.51
C 1.218 -0.901 -0.738 -2.97 0.17 0.59
C 2.407 -1.607 -1.252 -0.21 0.45 3.50
C -1.600 0.359 0.145 0.96 -1.67 -1.35
C -2.800 -0.096 -0.693 1.56 0.55 1.45
C -1.758 0.470 1.653 0.29 -3.15 0.11
H 2.422 1.173 1.428 0.09 -0.22 -0.24
H 0.852 1.248 1.627 -0.38 -0.03 -0.37
H 2.451 0.818 -0.676 -1.24 0.39 -0.16
H 0.400 -0.901 -1.516 0.78 0.10 0.45
H 0.962 -1.289 1.193 -0.18 -0.29 -1.01
H 2.071 -2.600 -1.350 0.46 -1.45 -0.03
H 3.171 -1.375 -0.495 0.17 -1.06 -0.02
H 2.782 -1.230 -2.100 1.06 1.37 -3.48
H -1.309 2.225 -0.826 -2.18 2.52 -0.81
H -0.946 -0.493 -0.232 -0.66 0.44 1.79
H -2.440 -0.340 2.056 0.58 0.98 -0.40
H -2.053 1.386 2.034 -1.12 1.98 0.17
H -0.809 0.299 2.155 0.19 -0.32 -0.11
H -2.767 -1.658 0.451 -0.42 0.47 -0.86
N 1.562 0.729 1.136 1.03 -0.57 2.72
N -0.908 1.430 -0.491 1.98 -0.95 0.71
O 0.945 2.672 -0.980 -1.65 -0.97 0.14
O 0.644 -1.699 0.345 0.70 0.73 0.37
O -3.106 0.529 -1.647 -1.37 -0.14 -1.10
O -3.258 -1.310 -0.331 -0.27 -0.23 0.29
```
Forces are in eV/Å.

Results
**SMILES string**: C[C@H](NC(=O)[C@@H](N)[C@@H](C)O)C(=O)O
**HOMO-LUMO gap**: 9.853 eV
**Multiplicity**: 1
**ΔE to the lowest compared entry with this formula, charge and spin**: 161.1 kJ/mol

Here are the natural (NBO) charges for atoms 1 to 5, given in e: C -0.17; C 0.66; C 0.10; C -0.62; C -0.21

Computed, not measured: an isolated ion of composition C7H14N3 and charge +1 at a distorted geometry, with ωB97M-V/def2-TZVPD.

Structure (XYZ):
```
24
Properties=species:S:1:pos:R:3:forces:R:3
C 2.736 0.227 -0.064 -2.99 2.68 -1.05
C 0.627 1.700 0.039 2.16 -0.36 -0.69
C -0.426 0.715 0.079 0.69 -0.53 1.38
C -0.244 -0.787 0.055 0.40 -0.07 -1.34
C -1.770 1.350 0.390 2.18 -0.77 -0.92
C -0.664 -1.196 -1.420 -5.08 1.90 0.32
C -1.088 -1.427 1.175 -0.03 -0.87 -1.92
N 2.314 -0.927 0.111 0.82 -1.72 0.28
N 2.002 1.398 -0.467 -1.66 0.01 0.77
N 1.102 -1.469 0.149 -1.01 0.22 -0.39
H 3.739 0.431 -0.042 2.48 0.08 0.10
H 0.195 2.652 -0.267 0.51 0.14 -0.48
H 0.726 1.872 1.136 -0.17 -0.26 0.19
H -1.935 1.787 1.345 0.67 0.70 0.98
H -2.405 0.551 0.414 -2.39 -1.68 -0.54
H -1.947 2.062 -0.387 -0.51 0.45 -0.45
H -1.769 -0.763 -1.630 2.27 -0.70 0.43
H -0.896 -2.228 -1.565 0.46 -1.03 0.58
H -0.110 -0.860 -2.254 1.24 0.63 -0.38
H -0.613 -1.261 2.079 0.73 0.69 1.93
H -1.082 -2.492 1.067 0.30 -0.74 -0.35
H -2.125 -1.214 1.185 -0.89 0.73 0.04
H 2.523 2.243 -0.719 -0.13 -0.76 0.40
H 1.109 -2.362 -0.408 -0.06 1.26 1.08
```
Forces are in eV/Å.

Results
**HOMO-LUMO gap (alpha / beta)**: 6.278 / 6.277 eV
**Multiplicity**: 1
**ΔE to the lowest compared entry with this formula, charge and spin**: 546.9 kJ/mol
**Net charge**: +1

Here are the natural (NBO) charges for atoms 1 to 5, given in e: C 0.21; C -0.37; C 0.50; C -0.02; C -0.71

Computed, not measured: C7H14N3 as an isolated structure at a distorted geometry, with ωB97M-V/def2-TZVPD.

Structure (XYZ):
```
24
Properties=species:S:1:pos:R:3:forces:R:3
C -2.388 -0.375 1.485 -1.27 -0.49 0.41
C -1.628 0.279 -0.469 1.16 0.57 -1.06
C -0.694 0.129 0.490 4.79 -1.16 -0.74
C -1.553 0.946 -1.803 1.23 0.11 0.68
C 1.766 0.194 -1.012 0.33 2.01 -1.61
C 1.277 -1.693 0.392 2.82 0.52 0.47
C 1.759 0.675 1.358 -0.72 1.12 -1.68
N -1.082 -0.290 1.668 -0.94 -0.41 0.09
N -2.744 -0.055 0.208 0.19 0.38 -0.18
N 1.217 -0.240 0.220 -3.97 2.41 3.37
H -3.158 -0.724 2.164 0.48 0.19 0.21
H -0.910 1.855 -1.610 -0.61 -1.04 -0.93
H -1.212 0.271 -2.596 0.35 0.37 0.21
H -2.516 1.263 -2.102 -1.07 0.56 -0.28
H 2.737 -0.210 -1.141 1.51 -0.09 0.54
H 1.350 -0.209 -1.918 -1.27 -0.09 -0.10
H 1.815 1.319 -1.062 -0.13 -1.26 -0.02
H 2.376 -2.011 0.271 -1.65 0.30 0.02
H 0.953 -1.980 1.373 -0.41 -0.09 0.32
H 0.661 -2.023 -0.389 -0.69 -1.29 -0.91
H 2.842 0.723 1.256 -0.02 -0.05 0.14
H 1.291 1.712 1.172 0.96 -1.62 0.13
H 1.443 0.395 2.344 -0.18 -0.70 0.20
H -3.601 0.051 -0.299 -0.89 -0.25 0.72
```
Forces are in eV/Å.

Results
**HOMO-LUMO gap**: 9.452 eV
**Multiplicity**: 1
**ΔE to the lowest compared entry with this formula, charge and spin**: 325.3 kJ/mol
**Net charge**: +1

Here are the natural (NBO) charges for atoms 1 to 5, given in e: C 0.19; C 0.05; C 0.36; C -0.65; C -0.44

Computed, not measured: an isolated ion of composition C7H14N3OS and charge +1 at a distorted geometry, with ωB97M-V/def2-TZVPD.

Structure (XYZ):
```
26
Properties=species:S:1:pos:R:3:forces:R:3
C 1.620 0.903 0.072 -0.76 0.15 0.78
C 1.211 -0.835 -1.506 0.27 -1.55 -1.89
C 1.486 -1.175 -2.767 -0.09 0.09 -0.49
C 0.529 0.658 1.199 0.94 -1.07 -1.07
C -0.099 1.953 1.603 -1.56 0.53 1.55
C 0.934 -0.319 2.340 -2.92 -0.40 -2.26
C -2.852 0.428 -1.180 0.27 -1.14 -1.04
N 1.895 0.221 -0.949 -0.22 0.41 -0.22
N -1.518 0.524 -0.661 0.72 1.09 0.21
N 0.350 -1.678 -0.688 2.94 4.36 3.54
O -1.598 -1.225 1.164 -0.85 -1.73 1.37
S -0.905 -0.324 0.344 1.44 1.69 -0.68
H 2.149 1.872 0.116 -0.10 -0.53 0.64
H 2.207 -0.673 -3.343 1.06 1.47 0.14
H 1.138 -1.877 -3.505 -1.12 -0.95 0.95
H -1.052 1.674 2.089 0.02 0.25 -0.23
H -0.367 2.589 0.744 0.47 -0.08 0.49
H 0.371 2.490 2.483 0.24 -0.55 -1.45
H 1.350 0.059 3.209 0.28 0.93 1.66
H 1.554 -1.020 1.950 3.23 -1.55 -1.31
H 0.146 -1.107 2.406 -0.30 1.37 1.40
H -3.330 -0.502 -0.898 -0.53 0.18 0.66
H -2.685 0.279 -2.229 -0.43 0.53 -0.84
H -3.387 1.337 -0.971 -0.36 0.13 0.07
H -0.174 -2.361 -1.110 -1.16 -2.46 -1.18
H 1.029 -1.890 0.089 -1.47 -1.14 -0.82
```
Forces are in eV/Å.

Results
**SMILES string**: C=C1N=CC(C)(C)[S@@](=O)(=NC)[NH2+]1
**HOMO-LUMO gap**: 9.489 eV
**Multiplicity**: 1
**ΔE to the lowest compared entry with this formula, charge and spin**: 387.6 kJ/mol
**Net charge**: +1

Here are the natural (NBO) charges for atoms 1 to 5, given in e: C 0.15; C 0.21; C -0.33; C -0.17; C -0.67

Computed, not measured: one molecule with the formula C7H14N7O2P, with ωB97M-V/def2-TZVPD.

Structure (XYZ):
```
31
Properties=species:S:1:pos:R:3:forces:R:3
N -0.913 0.783 -4.885 -0.04 0.04 -0.02
C -0.493 0.599 -3.708 -0.04 0.04 -0.05
N 0.468 1.435 -3.082 -0.09 -0.09 0.34
N -0.952 -0.517 -2.951 0.41 -0.12 -0.18
C -2.228 -0.276 -2.275 -0.35 -0.05 0.19
C -2.143 0.689 -1.093 0.09 0.16 -0.11
C -0.978 0.454 -0.135 0.01 -0.10 0.26
C -1.286 -0.624 0.916 0.07 -0.02 -0.19
C -0.141 -0.766 1.859 0.17 -0.08 0.16
N 0.852 -1.598 1.515 -0.06 0.04 -0.04
N 1.887 -1.690 2.307 -0.02 -0.02 0.10
C 1.883 -0.948 3.418 -0.13 0.08 -0.11
P 3.303 -1.040 4.636 0.00 -0.06 -0.09
O 4.496 -1.504 3.642 0.14 0.23 0.20
O 3.589 0.586 4.686 -0.14 -0.10 0.01
N 0.890 -0.130 3.767 0.10 0.05 -0.06
N -0.144 -0.027 2.970 -0.02 0.01 -0.02
H -0.416 1.567 -5.303 0.00 -0.02 -0.04
H 0.036 2.240 -2.644 0.09 0.12 -0.24
H 0.955 0.920 -2.359 -0.09 0.03 0.00
H -1.069 -1.280 -3.607 -0.15 0.02 0.01
H -2.965 0.118 -2.987 -0.01 -0.03 0.05
H -2.616 -1.238 -1.928 0.20 -0.04 -0.04
H -3.082 0.612 -0.535 -0.01 0.08 -0.07
H -2.111 1.716 -1.473 0.08 -0.05 0.02
H -0.087 0.134 -0.680 -0.08 0.07 -0.01
H -0.734 1.383 0.388 -0.02 -0.02 -0.02
H -1.432 -1.585 0.417 -0.10 0.03 0.05
H -2.178 -0.355 1.482 0.00 -0.04 -0.01
H 4.823 -0.763 3.112 -0.05 -0.14 -0.17
H 2.785 1.103 4.530 0.06 -0.02 0.08
```
Forces are in eV/Å.

Results
**SMILES string**: [H]/N=C(\N)NCCCCc1nnc(P(O)O)nn1
**HOMO-LUMO gap**: 8.579 eV
**Multiplicity**: 1

Here are the natural (NBO) charges for atoms 1 to 5, given in e: N -0.67; C 0.56; N -0.86; N -0.68; C -0.21